The following is a quantum chemistry calculation of 8 unconnected molecules or ions with the total composition H16O8, from the Open Molecules 2025 dataset.

- HOMO level: -10.918 eV
- Kohn-Sham gap: 10.72 eV
- Net charge: 0

Last column: natural (NBO) charge in e.
CARTESIAN COORDINATES (ANGSTROEM)
O 0.5159 -2.1931 -1.6148  -0.95
H 1.1957 -1.5948 -1.2920  0.47
H -0.1165 -2.3090 -0.9024  0.47
O 0.5009 0.9746 -1.6087  -0.96
H 0.0749 0.5011 -2.3384  0.49
H 1.0558 1.5651 -2.1355  0.48
O -1.4700 0.5976 0.3916  -0.96
H -0.6002 0.7090 -0.0217  0.49
H -2.0493 1.0543 -0.2219  0.46
O -2.8013 4.2351 -3.5927  -0.93
H -3.6283 4.4596 -3.1506  0.47
H -2.2739 3.9024 -2.8579  0.46
O 4.6824 3.7996 -2.3456  -0.93
H 5.0985 4.2350 -3.0980  0.47
H 3.8393 4.2637 -2.2922  0.46
O 0.1650 -2.2300 3.2452  -0.99
H 0.7186 -1.8763 3.9392  0.50
H 0.3653 -2.1100 2.3214  0.48
O -1.2122 -6.2172 1.6894  -0.93
H -1.0975 -6.1042 2.6416  0.47
H -1.0178 -5.3169 1.4024  0.46
O -0.5791 0.0787 4.2702  -0.95
H -0.1318 0.1853 3.4287  0.47
H -1.2344 -0.6099 4.1428  0.48



The following is a quantum chemistry calculation of a single C3H4N2OS molecule, from the Open Molecules 2025 dataset.

- HOMO level: -8.395 eV
- Kohn-Sham gap: 8.21 eV
- Net charge: 0

Last column: natural (NBO) charge in e.
CARTESIAN COORDINATES (ANGSTROEM)
C -0.7699 -2.2038 -0.4879  -0.17
C -0.5592 -1.0368 -0.1371  -0.12
C -0.4659 0.3635 0.1722  0.27
N 0.0846 1.3339 -0.4851  -0.61
S 0.4310 1.3334 -2.2037  0.16
N -0.4110 0.6551 1.4633  -0.26
O 0.5017 1.7137 1.8738  -0.51
H -0.4334 -3.3026 -0.9027  0.29
H 0.7835 -0.0681 -2.4636  0.10
H -0.5731 -0.4448 2.0328  0.38
H 1.4118 1.6565 1.1379  0.47